Entry 1:
Formula: C48H45N4P2SeTi
Source: OMol25
Level of theory: ωB97M-V with the def2-TZVPD basis set

Geometry as XYZ:
```
101
Properties=species:S:1:pos:R:3:lowdin_charge:R:1
Ti -0.55 0.71 0.08 1.033
C 4.98 0.79 -3.57 -0.040
C 5.28 0.10 -2.41 -0.044
C 4.38 0.11 -1.34 -0.063
C 3.19 0.81 -1.46 -0.363
C 2.89 1.51 -2.63 -0.096
C 3.79 1.49 -3.69 -0.048
P 2.06 1.04 -0.08 1.065
C 2.82 0.37 1.42 -0.380
C 2.96 -1.02 1.50 -0.123
C 3.55 -1.60 2.61 -0.040
C 4.01 -0.81 3.65 -0.029
C 3.87 0.57 3.58 -0.040
C 3.28 1.16 2.47 -0.100
C 1.93 2.82 0.04 -0.333
C 3.04 3.62 0.27 -0.043
C 2.94 5.02 0.20 -0.013
C 1.75 5.59 -0.16 0.027
C 0.62 4.80 -0.46 -0.139
C -0.56 5.40 -0.96 0.037
C -1.62 4.64 -1.36 -0.025
C -1.57 3.25 -1.21 -0.068
C -0.47 2.59 -0.68 -0.189
C 0.69 3.39 -0.34 -0.196
H 5.69 0.79 -4.39 0.124
H 6.21 -0.43 -2.31 0.123
H 4.65 -0.41 -0.43 0.108
H 1.98 2.09 -2.71 0.113
H 3.57 2.04 -4.59 0.121
H 2.61 -1.65 0.68 0.085
H 3.67 -2.68 2.65 0.123
H 4.47 -1.26 4.51 0.124
H 4.24 1.19 4.38 0.123
H 3.18 2.24 2.44 0.102
H 4.00 3.17 0.47 0.128
H 3.81 5.63 0.39 0.128
H 1.67 6.66 -0.26 0.135
H -0.59 6.48 -1.05 0.139
H -2.50 5.11 -1.78 0.127
H -2.46 2.71 -1.51 0.084
Se -6.51 1.76 4.85 1.278
N -6.39 1.44 3.10 -0.194
C -5.12 1.36 2.80 -0.336
C -4.62 1.13 1.45 -0.046
C -5.46 0.98 0.35 0.081
C -4.89 0.76 -0.89 0.018
C -3.51 0.67 -1.00 -0.132
N -2.69 0.82 0.04 -0.019
C -3.24 1.08 1.25 -0.149
C -2.32 1.25 2.36 -0.137
N -0.99 1.16 2.07 0.007
C -0.10 1.31 3.06 -0.052
C -0.49 1.57 4.37 0.028
C -1.83 1.64 4.68 0.082
C -2.77 1.47 3.66 -0.047
C -4.21 1.53 3.89 -0.336
N -4.74 1.75 5.07 -0.195
H -6.53 1.05 0.48 0.143
H -5.50 0.65 -1.78 0.139
H -3.05 0.47 -1.96 0.108
H 0.95 1.22 2.80 0.092
H 0.27 1.69 5.13 0.134
H -2.17 1.82 5.69 0.144
C -3.36 -2.60 -1.88 -0.067
C -1.88 -2.48 -2.25 -0.637
C -1.71 -1.55 -3.46 -0.076
C -1.39 -3.87 -2.68 -0.053
P -0.81 -1.85 -0.81 1.128
C 0.86 -2.26 -1.38 -0.389
C 1.55 -3.43 -1.03 -0.101
C 2.67 -3.82 -1.73 -0.032
C 3.11 -3.08 -2.83 -0.026
C 2.44 -1.92 -3.18 -0.053
C 1.35 -1.50 -2.44 -0.147
C -1.16 -2.78 0.78 -0.661
C -2.45 -2.27 1.43 -0.069
C -1.27 -4.30 0.60 -0.057
C -0.01 -2.46 1.75 -0.084
H -3.90 -2.91 -2.77 0.107
H -3.81 -1.68 -1.53 0.049
H -3.53 -3.37 -1.13 0.078
H -2.50 -1.79 -4.18 0.105
H -0.76 -1.73 -3.97 0.082
H -1.77 -0.49 -3.25 0.061
H -1.92 -4.13 -3.59 0.111
H -1.61 -4.64 -1.94 0.077
H -0.32 -3.90 -2.91 0.085
H 1.20 -4.06 -0.22 0.088
H 3.18 -4.73 -1.45 0.124
H 3.97 -3.41 -3.39 0.125
H 2.79 -1.32 -4.01 0.119
H 0.86 -0.57 -2.72 0.096
H -2.70 -2.95 2.25 0.110
H -3.31 -2.24 0.77 0.074
H -2.31 -1.29 1.88 0.057
H -2.22 -4.58 0.15 0.083
H -1.24 -4.75 1.59 0.109
H -0.47 -4.75 0.01 0.069
H 0.92 -2.96 1.51 0.068
H 0.21 -1.38 1.82 0.047
H -0.31 -2.77 2.76 0.112
```

Properties
energy relative to the best compared isomer or geometry (same formula, charge and spin)	0.423	eV
largest force on an atom	0.43	eV/A
charge	+3
frontier orbital gap	6.1	eV

Entry 2:
Formula: C4H13NO
Source: OMol25
Level of theory: ωB97M-V with the def2-TZVPD basis set

Geometry as XYZ:
```
19
Properties=species:S:1:pos:R:3:lowdin_charge:R:1
C -0.81 0.84 -0.54 -0.112
C 0.31 0.26 0.25 -0.341
N 0.40 -1.15 -0.05 -0.134
C 1.60 -1.84 0.44 -0.287
C 2.73 -1.77 -0.59 -0.102
H -1.15 1.83 -0.19 0.072
H -1.66 0.14 -0.50 0.083
H -0.47 0.93 -1.58 0.078
H 1.32 0.65 0.00 0.104
H 0.18 0.35 1.35 0.117
H 0.26 -1.22 -1.07 0.103
H 1.82 -1.33 1.40 0.113
H 1.30 -2.89 0.68 0.103
H 2.96 -0.70 -0.67 0.062
H 2.40 -2.13 -1.58 0.072
H 3.66 -2.31 -0.32 0.070
O -5.10 3.25 1.30 -0.089
H -5.59 3.78 0.63 0.047
H -4.16 3.31 1.02 0.041
```

Properties
energy relative to the best compared isomer or geometry (same formula, charge and spin)	0.834	eV
largest force on an atom	2.04	eV/A
SMILES	CCNCC.O
frontier orbital gap	9.2	eV

Entry 3:
Formula: C6H8MgO4
Source: OMol25
Level of theory: ωB97M-V with the def2-TZVPD basis set

Geometry as XYZ:
```
19
Properties=species:S:1:pos:R:3:lowdin_charge:R:1
O 2.55 -2.04 -0.19 0.246
C 2.21 -0.99 0.25 -0.561
O 2.55 0.21 -0.46 -0.152
C 1.17 0.82 -0.63 0.027
C 0.65 0.53 0.79 -0.143
C -0.82 0.15 0.96 -0.039
C -1.57 -0.02 -0.37 -0.334
C -3.02 -0.46 -0.27 -0.039
O -1.97 -1.31 -0.70 -0.005
O 1.52 -0.59 1.27 0.173
H 0.73 0.20 -1.40 0.144
H 1.23 1.84 -0.97 0.161
H 0.83 1.36 1.46 0.169
H -1.39 0.92 1.48 0.142
H -0.89 -0.82 1.44 0.155
H -1.32 0.67 -1.17 0.138
H -3.53 0.12 -1.02 0.128
H -3.26 -0.45 0.79 0.127
Mg 4.33 -0.14 -1.27 1.664
```

Properties
largest force on an atom	3.32	eV/A
charge	+2
frontier orbital gap	3.6	eV

Entry 4:
Formula: C48H96NO14Rb
Source: OMol25
Level of theory: ωB97M-V with the def2-TZVPD basis set

Geometry as XYZ:
```
160
Properties=species:S:1:pos:R:3:lowdin_charge:R:1
Rb 4.06 -3.33 -2.66 0.798
C -1.80 -1.38 0.70 -0.052
C -0.81 -1.05 -0.44 -0.471
C -1.29 0.29 -1.05 -0.169
C -0.85 1.54 -0.20 -0.162
C 0.70 1.46 -0.08 -0.159
C 1.21 0.21 0.66 -0.519
N 0.66 -1.01 -0.02 -0.191
O 1.14 -2.30 0.43 -0.350
C 0.85 0.35 2.13 -0.041
C 2.75 0.20 0.45 -0.056
C -1.03 -1.99 -1.68 -0.067
H -1.97 -0.59 1.42 0.057
H -1.38 -2.26 1.20 0.069
H -2.77 -1.75 0.36 0.068
H -2.38 0.29 -1.00 0.102
H -1.03 0.43 -2.10 0.103
H -1.39 1.50 0.75 0.087
H -1.21 2.43 -0.72 0.095
H 0.96 2.37 0.46 0.100
H 1.13 1.54 -1.08 0.109
H 1.45 -0.38 2.68 0.076
H -0.16 0.15 2.47 0.064
H 1.18 1.35 2.43 0.074
H 3.05 -0.01 -0.58 0.066
H 3.17 -0.58 1.08 0.065
H 3.24 1.11 0.79 0.072
H -2.00 -1.87 -2.15 0.066
H -0.94 -3.04 -1.40 0.057
H -0.36 -1.92 -2.54 0.062
C 0.99 -7.69 -0.73 -0.027
C 0.43 -8.08 0.61 -0.468
O 0.91 -8.87 1.41 0.051
C -0.98 -7.58 0.96 -0.023
H 2.01 -8.06 -0.87 0.077
H 1.01 -6.61 -0.79 0.079
H 0.45 -8.08 -1.61 0.086
H -1.71 -7.97 0.25 0.079
H -1.00 -6.51 0.77 0.076
H -1.19 -7.83 2.00 0.082
C 5.88 0.73 6.80 -0.031
C 6.49 0.41 5.45 -0.505
O 6.52 -0.69 4.96 0.072
C 7.15 1.61 4.81 -0.029
H 6.62 1.22 7.43 0.085
H 5.55 -0.17 7.33 0.080
H 4.94 1.24 6.61 0.087
H 7.22 1.36 3.75 0.078
H 8.15 1.80 5.22 0.086
H 6.58 2.52 5.01 0.078
C 8.15 2.35 -4.44 -0.020
C 6.78 1.88 -3.96 -0.486
O 6.47 0.70 -3.98 0.038
C 5.76 2.96 -3.76 -0.026
H 8.21 2.29 -5.52 0.090
H 8.96 1.77 -3.98 0.081
H 8.30 3.38 -4.11 0.075
H 5.83 3.69 -4.57 0.092
H 5.96 3.42 -2.79 0.092
H 4.73 2.64 -3.64 0.085
C 0.94 6.46 4.10 -0.022
C 0.77 7.69 3.22 -0.511
O -0.17 7.76 2.49 0.077
C 1.69 8.85 3.53 -0.027
H 0.26 5.66 3.79 0.080
H 0.65 6.73 5.12 0.085
H 1.99 6.20 4.02 0.076
H 1.72 9.58 2.73 0.082
H 2.71 8.49 3.68 0.070
H 1.44 9.33 4.48 0.088
C -0.64 -2.39 6.26 -0.031
C 0.63 -1.94 6.93 -0.490
O 1.71 -2.38 6.56 0.061
C 0.51 -0.85 7.98 -0.025
H -1.01 -1.53 5.70 0.084
H -1.33 -2.78 7.00 0.083
H -0.53 -3.19 5.52 0.084
H -0.20 -0.13 7.57 0.074
H 1.42 -0.27 8.10 0.076
H 0.16 -1.25 8.93 0.084
C 4.78 7.49 0.24 -0.026
C 5.95 8.03 -0.58 -0.488
O 6.74 7.20 -1.00 0.045
C 6.19 9.51 -0.73 -0.019
H 3.83 7.97 -0.02 0.074
H 4.94 7.77 1.28 0.078
H 4.68 6.42 0.10 0.082
H 5.24 9.97 -0.99 0.082
H 7.00 9.67 -1.44 0.086
H 6.47 9.91 0.25 0.087
C -1.57 5.17 -8.39 -0.039
C -0.64 4.56 -7.38 -0.493
O 0.56 4.51 -7.50 0.071
C -1.40 3.94 -6.19 -0.023
H -2.17 4.39 -8.86 0.087
H -1.09 5.69 -9.22 0.081
H -2.29 5.85 -7.94 0.080
H -1.63 2.91 -6.46 0.083
H -2.29 4.49 -5.88 0.076
H -0.70 3.83 -5.36 0.077
C -8.96 -0.36 -3.71 -0.033
C -7.73 -1.19 -3.46 -0.449
O -7.29 -1.97 -4.32 0.020
C -7.20 -1.14 -2.00 -0.018
H -9.39 -0.70 -4.65 0.082
H -8.73 0.70 -3.80 0.086
H -9.64 -0.50 -2.87 0.083
H -6.41 -1.87 -1.85 0.069
H -8.01 -1.47 -1.34 0.080
H -6.82 -0.16 -1.73 0.082
C -4.48 4.91 2.35 -0.024
C -5.14 3.52 2.22 -0.479
O -5.98 3.26 1.37 0.050
C -4.72 2.53 3.30 -0.028
H -4.50 5.23 3.39 0.076
H -5.10 5.65 1.84 0.076
H -3.50 4.79 1.88 0.085
H -3.65 2.63 3.46 0.078
H -5.01 1.53 2.98 0.080
H -5.29 2.75 4.20 0.085
C -9.37 -5.17 3.27 -0.022
C -8.52 -3.95 2.92 -0.510
O -9.09 -3.00 2.45 0.059
C -7.06 -3.92 3.25 -0.019
H -9.26 -5.24 4.35 0.080
H -8.95 -6.09 2.84 0.079
H -10.40 -5.08 2.94 0.082
H -6.86 -4.76 3.91 0.073
H -6.91 -2.97 3.77 0.089
H -6.41 -4.04 2.38 0.087
C 9.46 -0.81 1.04 -0.023
C 10.81 -0.73 1.73 -0.472
O 11.55 0.25 1.51 0.031
C 11.25 -1.82 2.67 -0.024
H 9.10 0.20 0.81 0.080
H 8.77 -1.30 1.73 0.079
H 9.59 -1.26 0.06 0.083
H 11.22 -2.75 2.10 0.086
H 10.56 -1.93 3.52 0.082
H 12.21 -1.53 3.10 0.083
C -0.71 -5.32 -7.10 -0.027
C -2.07 -5.05 -7.74 -0.464
O -2.56 -5.78 -8.60 0.046
C -2.80 -3.80 -7.26 -0.029
H 0.01 -5.81 -7.75 0.080
H -0.83 -5.84 -6.15 0.083
H -0.30 -4.34 -6.85 0.067
H -3.79 -3.76 -7.73 0.082
H -2.29 -2.93 -7.65 0.084
H -2.89 -3.76 -6.18 0.085
C -6.12 -6.51 -1.64 -0.042
C -7.51 -6.64 -2.10 -0.471
O -8.41 -6.84 -1.26 0.033
C -7.75 -6.37 -3.60 -0.018
H -5.76 -5.54 -1.96 0.089
H -5.58 -7.36 -2.06 0.091
H -5.99 -6.67 -0.57 0.083
H -7.77 -7.25 -4.25 0.080
H -7.00 -5.71 -4.02 0.072
H -8.71 -5.89 -3.77 0.080
```

Properties
energy relative to the best compared isomer or geometry (same formula, charge and spin)	3.321	eV
largest force on an atom	2.97	eV/A
frontier orbital gap	3.0	eV

no.,E_HOMO (eV)
1,-16.0
2,-8.4
3,-16.1
4,-4.5